# 1
DFT (ωB97M-V/def2-TZVPD) results for 8 unconnected molecules or ions with the total composition C24H66F3N7O13.

The geometry in ORCA input format:
```
! wB97M-V def2-TZVPD RIJCOSX def2/J DEFGRID3
* xyz 2 1
H -3.34 -2.53 -2.73
O -0.92 -1.56 -4.08
H -4.74 -4.63 -1.62
N -0.17 -0.53 0.54
H -7.17 2.07 4.86
C 6.46 -0.43 -2.31
C 4.67 -2.02 -1.93
H 2.58 -1.49 0.04
H 2.08 -2.13 5.43
C 4.16 -2.75 -0.71
H 3.92 -1.49 -2.52
H 5.56 3.26 -4.95
H 1.49 -1.36 3.28
H 3.73 5.12 -0.06
N 4.07 4.95 -1.00
C -1.97 -0.04 5.82
H 3.63 -2.27 1.10
H 3.48 2.57 -3.38
C 0.07 -5.07 -1.09
H -3.32 2.86 0.44
H -0.03 -0.75 -2.42
H -2.37 0.58 5.02
C -5.67 1.64 2.64
C -4.23 1.76 2.14
H 4.97 2.93 -2.45
C -7.17 2.80 4.04
N 1.55 0.71 3.62
H -2.31 -1.76 -1.69
C 1.37 -0.65 -3.96
H -2.77 0.53 1.38
H -2.40 -5.43 -0.98
H -3.08 -2.91 0.13
H 7.00 -1.07 -3.01
F 2.00 -1.84 -3.85
C -0.26 -0.85 4.38
H 0.37 2.36 -3.86
O -2.84 -2.08 2.73
H 2.48 0.68 3.20
O -3.36 -2.89 4.66
H 3.99 3.92 -5.47
H 5.04 -3.15 -0.23
C 4.04 3.36 -2.86
O -4.29 -1.05 3.96
H 5.43 4.99 -5.34
H -2.39 2.37 -2.76
H -0.49 -1.92 4.35
N 3.56 -1.70 0.25
C 1.22 -0.70 4.10
H -5.09 2.87 0.43
H -3.62 2.03 3.00
N -3.21 -2.26 -1.75
H 0.68 -4.87 -1.98
H -3.74 -0.30 2.40
H -7.28 3.78 4.48
O 5.66 -1.16 -1.42
C 1.96 4.63 -2.13
H 0.75 -5.17 -0.24
H 2.91 3.13 -1.01
H 5.03 4.59 -0.86
H -6.32 1.55 1.75
H 3.16 -0.86 5.21
C 3.23 3.90 -1.71
H 4.21 5.78 -1.58
H 2.04 5.59 -2.64
C -1.61 2.72 -3.46
H -0.86 -0.41 3.57
N -3.76 0.44 1.65
H 5.83 0.25 -2.90
H 0.90 1.06 2.91
O -0.88 -4.11 -0.69
H 3.53 -4.58 -1.63
C -3.21 -3.46 -0.81
O -0.56 -0.27 5.61
C -0.13 -0.70 -3.55
H 2.47 -4.06 -0.21
H -1.96 0.62 6.69
O 0.13 0.64 0.93
H -4.22 3.77 1.63
O 4.48 4.48 -3.59
C 3.09 -3.76 -1.05
F 1.55 -0.32 -5.26
N -3.53 -2.04 3.79
H -4.70 -4.73 0.10
C -0.38 1.81 -3.27
H 1.63 1.34 4.43
O -5.93 2.81 3.36
H -8.02 2.63 3.37
H -0.35 -6.08 -1.24
H -5.39 -3.23 -0.67
H -0.13 1.84 -2.20
H 1.72 -0.59 6.21
H 7.17 0.23 -1.81
H 1.29 4.69 -1.27
F 2.10 0.25 -3.24
H -1.34 3.72 -3.10
H -2.09 -4.43 -2.35
H -4.21 0.12 0.80
H -4.02 -1.65 -1.63
H 5.11 -2.83 -2.54
C -4.21 2.83 1.07
C 4.91 4.14 -4.92
H -2.48 -0.98 6.01
C 2.08 -1.04 5.29
H 1.49 4.02 -2.92
O 0.71 -1.30 0.09
O -1.34 -0.91 0.61
H 2.38 -3.35 -1.78
H 4.20 -0.90 0.27
O -0.71 0.61 -3.89
H -2.05 2.74 -4.45
C -4.64 -4.01 -0.72
H -5.92 0.76 3.24
C -2.14 -4.40 -1.24
*
```

The relative energy (zero: lowest compared OMol25 entry of this formula, charge and spin) comes out at 2.865 eV. The calculation puts the gap between HOMO and LUMO at 5.283 eV. The value obtained for the LUMO energy is -0.2070 Ha. The HOMO energy is -10.9 eV. The max |F| is 2.47 eV Å⁻¹.

# 2
DFT (ωB97M-V/def2-TZVPD) results for 2 unconnected molecules or ions with the total composition C11H12N4.

The geometry in ORCA input format:
```
! wB97M-V def2-TZVPD RIJCOSX def2/J DEFGRID3
* xyz 0 1
N -0.62 -0.30 2.89
H 0.07 1.93 1.10
H 0.73 1.16 -1.81
C -2.02 -1.33 -1.33
H -1.67 2.19 -0.25
C 1.86 0.93 0.66
C -1.91 1.68 -2.37
C 0.65 1.49 0.29
C -1.01 -1.54 -0.55
H 3.21 -1.99 1.04
H -1.98 -1.58 -2.39
C 3.10 0.76 0.49
C 2.18 -2.04 1.32
H -1.42 1.14 -3.14
N -1.76 -0.01 2.54
H -2.94 1.94 -2.55
C 1.35 -1.13 1.70
C 0.09 1.43 -0.95
H 1.93 -3.08 1.23
H 3.75 1.49 0.26
H -0.07 -2.15 -0.76
C -0.99 -0.86 0.76
H -2.73 -0.61 -0.97
C -1.27 1.86 -1.22
N -2.07 -0.33 1.32
N -0.02 -0.88 1.76
H 3.55 -0.15 0.94
*
```

The relative energy (zero: lowest compared OMol25 entry of this formula, charge and spin) comes out at 5.739 eV. The calculation puts the gap between HOMO and LUMO (alpha / beta) at 6.823 / 7.073 eV. The value obtained for the LUMO energy (alpha / beta) is -0.0340 / -0.0335 Ha. The HOMO energy (alpha / beta) is -7.7 / -8.0 eV. The max |F| is 4.65 eV Å⁻¹.